[1]
Density functional theory data (the ωB97M-V functional and the def2-TZVPD basis) for C27H19AsClF6GaNO7S2 as an isolated structure at a distorted geometry.

Each line ends with the Löwdin charge.
CARTESIAN COORDINATES (ANGSTROEM)
F1 2.38 0.15 4.42  0.0984
F2 6.11 -1.82 -0.48  0.1812
H1 -1.63 -3.28 -0.18  0.1119
O1 1.23 -2.16 -2.86  0.1429
C1 -5.49 0.20 -2.00  -0.0899
H2 -6.07 -0.86 -0.26  0.1127
H3 -5.04 1.28 -3.72  0.1169
F3 4.22 0.96 3.66  0.1084
C2 -0.13 3.47 3.03  -0.0542
C3 -4.01 -0.80 -0.23  -0.1699
H4 -0.54 -1.61 -3.71  0.1843
C4 -3.23 1.13 -2.63  -0.1341
H5 -0.31 -5.32 -0.07  0.1286
C5 -1.79 3.05 -1.83  -0.0552
H6 -2.28 -1.54 -1.15  0.0987
F4 6.75 0.14 0.15  0.1922
C6 -2.70 1.97 -1.47  -0.6386
Ga1 2.06 0.30 -1.58  0.4770
H7 2.70 -3.30 2.22  0.1396
C7 -0.10 1.47 -2.54  -0.2859
C8 -0.61 2.82 -2.45  0.0212
F5 3.85 -1.18 3.58  0.1017
C9 -0.77 1.07 1.80  -0.3922
S1 2.45 0.32 1.68  1.0862
C10 0.10 -4.40 0.33  0.0176
C11 -2.60 -0.60 -0.69  -0.2731
C12 -0.87 1.19 3.18  -0.1214
C13 -0.54 2.39 3.79  -0.0619
H8 1.77 -1.82 0.23  0.1671
O2 -0.13 -0.75 -1.88  -0.0504
C14 1.83 -3.32 1.58  0.0810
O3 3.48 -1.07 -1.29  -0.2334
O4 3.95 1.23 -1.03  -0.2168
H9 0.12 4.40 3.50  0.1130
S2 4.17 -0.08 -0.42  0.7106
O5 1.61 0.39 0.11  -0.4666
C15 1.30 -4.46 1.07  -0.0302
F6 6.26 -0.22 -1.92  0.1816
C16 0.21 -1.55 -2.91  -0.2823
As1 -1.42 -0.65 1.09  1.5346
H10 -4.05 -1.38 0.69  0.0830
C17 -0.86 0.42 -2.12  -0.1588
N1 3.86 -0.23 1.07  -0.3340
H11 -1.22 0.36 3.78  0.1025
H12 1.75 -5.42 1.27  0.1228
C18 -0.04 3.34 1.65  -0.0519
C19 3.29 0.02 3.44  -0.6952
C20 -0.16 -2.02 0.73  -0.2768
H13 -2.10 4.05 -1.58  0.1250
C21 -0.37 2.15 1.03  -0.1359
C22 5.96 -0.52 -0.67  -0.6690
H14 0.27 4.18 1.04  0.1150
H15 -2.75 1.42 -3.56  0.1579
Cl1 -3.73 2.28 -0.09  0.8264
H16 -0.63 2.49 4.86  0.1133
C23 -4.65 0.85 -2.81  -0.0440
C24 -0.63 -3.24 0.22  -0.0994
C25 -2.24 0.51 -1.65  -0.2784
H17 -6.53 0.17 -2.30  0.1102
C26 -5.19 -0.50 -0.78  -0.1119
H18 0.04 3.62 -2.76  0.1338
O6 1.57 -1.00 2.10  -0.2892
O7 1.20 1.27 -2.85  -0.0057
C27 1.24 -2.02 1.20  -0.3655
H19 -0.31 2.06 -0.04  0.0743

## Properties
* charge: +1
* E_tot: -7637.555412 a.u.
* 2S+1: 1

[2]
Density functional theory data (the ωB97M-V functional and the def2-TZVPD basis) for C57H121F3N5O6S as an isolated structure at a distorted geometry.

Each line ends with the Löwdin charge.
CARTESIAN COORDINATES (ANGSTROEM)
H1 -4.56 1.71 4.26  0.0756
H2 2.60 -6.28 0.40  0.1353
H3 -3.16 -5.84 1.42  0.1381
F1 0.27 -0.90 3.59  0.1126
O1 -0.95 -0.46 0.91  -0.0385
H4 4.16 3.06 -3.33  0.1062
H5 4.22 -7.76 -3.77  0.0867
C1 -3.36 -3.29 1.41  -0.1339
H6 0.34 1.82 -5.16  0.1453
S1 1.74 -2.72 4.92  0.4850
H7 3.81 -2.55 0.71  0.1310
C2 -3.16 -3.47 3.90  -0.0753
C3 -4.07 3.50 3.02  -0.2035
C4 -0.69 -5.48 2.56  -0.1438
C5 -1.77 1.96 -5.96  -0.2303
H8 2.39 -3.02 1.65  0.1032
C6 -0.67 1.46 -5.03  -0.0859
H9 0.05 5.37 0.49  0.1060
H10 -5.33 -2.78 2.24  0.1151
H11 4.59 1.92 1.80  0.1199
C7 4.69 1.02 -2.95  -0.1497
H12 5.02 -5.44 0.63  0.0988
C8 3.69 -6.86 -4.08  -0.1151
H13 5.29 -5.58 -3.41  0.1186
C9 -2.02 -0.93 -3.42  -0.1937
H14 1.28 -2.67 -2.06  0.1031
H15 -5.63 8.18 -0.55  0.0715
H16 -1.53 3.01 -6.15  0.1148
C10 2.10 3.60 1.66  -0.0633
H17 8.32 4.25 2.34  0.0881
C11 -3.29 -1.72 -3.24  -0.2486
C12 3.66 -5.64 -1.94  -0.1904
H18 6.30 4.12 1.10  0.1062
H19 -1.71 6.82 -0.67  0.1227
H20 3.76 -4.84 -3.98  0.1083
O2 -0.80 1.27 2.25  0.0555
C13 -3.87 6.33 1.75  -0.1044
H21 -1.70 -1.11 -4.45  0.1088
C14 3.90 1.79 0.96  -0.1583
H22 -1.85 -7.33 2.90  0.1301
H23 -5.93 -0.86 0.69  0.0764
H24 3.74 -6.83 -5.17  0.0806
C15 0.99 -2.75 -1.01  -0.1481
H25 -1.75 2.92 -2.14  0.1091
H26 -1.67 5.51 -1.79  0.1059
H27 3.35 -3.57 -1.97  0.1195
H28 -4.82 3.88 0.99  0.1327
C16 8.18 3.34 1.77  -0.0859
H29 6.44 0.28 -1.76  0.1410
H30 5.25 -6.37 3.22  0.0863
C17 6.81 2.18 0.05  -0.1131
H31 4.67 -3.96 -0.90  0.1322
C18 -3.89 3.74 1.54  -0.1099
C19 -5.50 -2.91 0.03  -0.2104
C20 2.44 2.10 1.41  -0.2137
C21 -5.39 -1.39 -0.09  -0.1060
H32 0.06 -5.52 3.35  0.1075
H33 -3.30 7.17 1.34  0.1302
C22 -0.93 4.95 0.28  -0.1587
H34 7.70 1.86 -0.50  0.1337
H35 -0.85 -3.67 1.46  0.1040
H36 -3.47 -1.77 -2.17  0.0915
H37 -4.23 -3.65 3.99  0.1244
H38 -2.94 -1.33 3.08  0.1002
C23 -1.17 2.89 -3.07  -0.0718
H39 -3.61 1.34 2.85  0.0622
H40 -5.60 8.26 2.58  0.1182
F2 1.88 -0.10 4.85  0.1501
C24 -2.92 -1.97 3.96  -0.2270
H41 4.22 -6.36 -1.34  0.1216
C25 2.86 -5.37 0.94  -0.0870
H42 -2.75 -3.06 -4.87  0.0790
C26 7.13 3.57 0.66  -0.2071
C27 -3.78 -1.28 5.02  -0.0781
H43 -3.28 2.97 1.07  0.1058
H44 -4.07 5.65 -0.74  0.1316
H45 -2.70 -3.99 4.74  0.1513
C28 4.35 2.64 -0.25  -0.0810
C29 -3.17 5.24 -0.32  -0.1001
C30 1.92 -1.85 -0.19  -0.1276
N1 5.63 2.12 -0.94  -0.1965
H46 1.97 2.00 -2.95  0.0887
H47 -1.41 5.96 2.11  0.1398
H48 4.98 0.37 -3.78  0.1316
H49 -2.22 0.26 -7.09  0.0775
H50 2.54 -1.23 -0.84  0.0927
H51 -0.04 -2.39 -1.00  0.0964
H52 1.69 1.74 0.70  0.0823
C31 4.30 -5.43 1.44  -0.2189
H53 2.61 -6.97 -4.01  0.0766
H54 0.63 3.87 -3.73  0.1234
H55 -3.55 -1.56 6.04  0.0916
C32 -1.68 5.03 1.63  -0.0434
H56 3.63 0.96 -2.72  0.0804
C33 -5.92 7.82 1.63  -0.2205
H57 -4.09 -1.26 -3.83  0.1219
C34 -1.91 1.29 -7.32  -0.0809
H58 -3.13 4.18 -0.58  0.1134
C35 -3.18 -3.11 -3.87  -0.0881
O3 1.77 -3.75 3.89  -0.3683
N2 2.66 -4.19 -0.07  -0.1863
C36 2.77 -2.85 0.65  -0.0792
H59 -3.22 3.87 3.59  0.1191
H60 1.08 3.67 2.02  0.0614
C37 -1.21 -4.02 2.43  -0.0605
H61 4.75 -7.51 1.99  0.0803
C38 1.53 -1.04 3.99  -0.6486
H62 7.06 2.62 -2.25  0.1338
H63 -1.92 -6.06 4.17  0.1204
H64 0.78 0.16 -3.30  0.1374
H65 -1.89 -1.78 4.26  0.0974
N3 -1.03 1.44 -3.53  -0.1723
H66 -2.77 2.00 -5.52  0.1092
H67 4.90 0.06 -1.02  0.1077
H68 2.65 -6.04 -1.99  0.1024
C39 -5.50 8.68 0.42  -0.0998
C40 -1.80 5.74 -0.73  -0.1279
H69 -2.61 1.74 -8.01  0.0896
H70 1.13 2.20 -1.38  0.1052
C41 4.20 -5.63 -3.37  -0.2441
H71 -4.41 -0.91 -0.18  0.0585
H72 1.41 -1.14 0.46  0.0895
O4 2.99 -2.66 5.70  -0.3135
F3 2.40 -1.03 2.97  0.1067
H73 -1.58 4.08 2.15  0.1186
H74 2.85 3.92 2.38  0.0860
C42 -1.88 -6.27 3.10  -0.1281
H75 6.62 1.45 0.83  0.1291
H76 2.27 4.21 0.77  0.0620
C43 0.17 0.90 -2.78  -0.1092
H77 -4.44 8.94 0.33  0.0666
H78 -5.94 -1.12 -1.00  0.0741
H79 0.90 -4.95 -1.26  0.1403
H80 3.64 2.78 -1.05  0.1184
H81 -2.54 0.66 -2.15  0.1274
H82 -4.86 -1.43 4.88  0.0822
H83 -7.00 7.78 1.66  0.1160
H84 0.68 -4.35 0.38  0.0927
H85 7.83 2.62 2.51  0.0799
H86 -2.96 -3.77 0.51  0.1269
C44 -1.20 0.77 1.04  -0.8139
H87 -2.60 -3.69 -3.15  0.0696
H88 -1.28 -1.35 -2.73  0.1024
O5 -1.64 1.55 0.14  -0.0594
H89 -6.51 -3.29 -0.07  0.1208
H90 4.65 -4.56 2.00  0.1183
C45 -3.09 -5.56 2.47  -0.0783
C46 1.22 -4.20 -0.55  -0.0768
H91 5.56 2.53 -4.25  0.1294
C47 5.04 2.42 -3.30  -0.1539
H92 -4.09 -3.69 -3.99  0.0811
H93 -3.65 6.34 2.82  0.1413
H94 -5.66 6.02 0.48  0.1064
H95 -3.07 0.97 -3.80  0.1259
H96 -5.30 1.75 2.73  0.0867
H97 0.33 4.13 -2.06  0.1008
H98 -0.59 0.37 -5.14  0.1109
C48 -5.36 6.40 1.46  -0.2053
C49 -4.37 2.02 3.23  -0.0833
H99 -0.72 0.27 2.26  0.0475
C50 0.28 3.36 -2.83  -0.1321
H100 4.66 3.59 0.18  0.1118
H101 -4.80 -3.41 -0.65  0.0960
H102 -0.77 -3.34 3.15  0.1047
H103 3.61 -6.69 3.09  0.0832
H104 9.11 2.87 1.45  0.0873
O6 0.60 -2.84 5.83  -0.3375
C51 5.47 0.76 -1.64  -0.0748
H105 2.14 -5.19 1.73  0.1056
C52 1.00 2.11 -2.46  -0.1609
H106 -3.60 -0.21 4.95  0.0579
H107 -6.19 9.52 0.40  0.0812
H108 -0.76 3.91 -0.02  0.0848
H109 -4.96 4.03 3.37  0.1120
H110 -5.24 -4.29 1.73  0.1116
H111 -1.79 3.45 -3.76  0.1330
N4 -2.74 -4.06 2.54  -0.1792
C53 4.50 -6.56 2.46  -0.0703
H112 -0.15 0.36 -1.89  0.1187
C54 3.68 -4.29 -1.22  -0.0935
H113 -4.03 -5.75 2.99  0.1322
H114 5.85 4.00 -2.05  0.1409
H115 7.64 4.21 -0.06  0.1165
H116 2.41 1.45 2.29  0.0962
H117 -1.01 1.20 -7.94  0.0857
C55 -4.90 -3.31 1.38  -0.1834
H118 -0.27 -5.90 1.65  0.1022
H119 4.06 0.71 0.86  0.0985
H120 -5.94 5.73 2.10  0.1125
C56 6.02 2.94 -2.20  -0.0477
H121 -2.83 -2.34 1.28  0.1063
N5 -3.17 5.08 1.22  -0.1858
C57 -2.25 0.56 -3.20  -0.0744

## Properties
* charge: +3
* E_tot: -3666.492353 a.u.
* ΔE to the lowest compared entry with this formula, charge and spin: 316.3 kJ/mol
* 2S+1: 1

[3]
Density functional theory data (the ωB97M-V functional and the def2-TZVPD basis) for a 2-piece molecular cluster, C11H15NOS overall at a distorted geometry.

Each line ends with the Löwdin charge.
CARTESIAN COORDINATES (ANGSTROEM)
H1 2.71 -0.82 -1.67  0.0901
H2 -2.05 -0.04 0.70  0.0485
H3 4.67 0.56 -1.83  0.0871
C1 3.49 1.74 1.11  -0.0952
S1 0.37 -0.80 -0.03  0.8659
H4 -3.82 2.25 0.44  0.0802
C2 -1.60 0.54 -1.20  0.0688
C3 -3.84 1.26 0.07  -0.2482
C4 0.26 -3.30 -0.58  -0.2060
C5 -4.65 0.32 0.95  -0.1376
H5 -5.53 0.95 1.29  0.0869
C6 2.30 1.07 1.13  -0.0918
H6 -0.57 -3.44 -1.29  0.0802
H7 1.08 -4.04 -0.81  0.0876
H8 3.60 2.64 1.78  0.1252
H9 -4.91 -0.56 0.35  0.0660
H10 5.24 2.15 -0.01  0.0917
H11 1.42 1.28 1.84  0.1426
C7 -2.41 0.56 -0.15  -0.2017
H12 -3.92 -0.10 1.80  0.1155
O1 -0.22 -0.91 1.29  -0.4113
H13 -1.62 0.82 -2.20  0.0092
H14 -0.08 -3.59 0.40  0.0589
C8 4.11 0.61 -0.95  -0.0580
C9 4.41 1.50 0.09  -0.0755
C10 2.88 -0.06 -0.94  -0.0881
N1 0.85 -2.02 -0.79  -0.3350
C11 2.05 0.12 0.15  -0.2517
H15 -4.23 1.31 -0.95  0.0957

## Properties
* E_tot: -956.096958 a.u.
* ΔE to the lowest compared entry with this formula, charge and spin: 709.4 kJ/mol
* 2S+1: 1

[4]
Density functional theory data (the ωB97M-V functional and the def2-TZVPD basis) for a 2-piece molecular cluster, C15H24ClN2O3 overall at a distorted geometry.

Each line ends with the Löwdin charge.
CARTESIAN COORDINATES (ANGSTROEM)
H1 -2.67 -3.29 -0.83  0.1470
H2 4.75 3.76 -0.11  0.1192
C1 -2.92 -0.99 -1.34  -0.2763
H3 2.31 -0.31 0.48  0.0760
C2 4.43 3.85 0.92  -0.0005
H4 4.14 5.98 0.78  0.1103
H5 1.36 -2.70 0.49  0.1433
C3 4.36 2.73 1.76  -0.1453
C4 -3.45 -2.55 -1.29  -0.0540
H6 1.41 -4.12 -1.50  0.0901
H7 2.10 -2.57 -2.38  0.0904
H8 -3.32 -0.51 -2.35  0.1586
H9 -6.09 -1.66 -2.08  0.1582
H10 -0.93 -1.17 -2.43  0.1222
N1 -4.80 -2.65 -0.57  0.0120
H11 3.90 2.00 3.76  0.1187
C5 3.96 2.86 3.10  -0.0020
H12 -5.67 0.49 0.13  0.1381
H13 -0.39 -0.68 0.73  0.1316
H14 3.41 6.22 3.14  0.1099
H15 -3.62 -2.86 -2.43  0.1671
H16 -1.13 -2.39 0.42  0.1101
C6 -1.29 -0.83 -1.36  -0.1260
C7 1.17 -2.99 -1.76  -0.1148
H17 -5.10 0.55 -1.68  0.1509
C8 2.12 -0.81 -0.56  -0.1146
H18 -5.27 -3.56 -0.76  0.1838
N2 4.69 1.40 1.23  -0.3276
O1 -3.60 -0.27 -0.25  -0.1462
H19 3.14 -1.31 -0.91  0.1005
C9 -5.02 -0.07 -0.68  -0.1407
C10 4.09 5.11 1.43  -0.0653
C11 -0.50 -1.53 -0.11  -0.1767
H20 0.24 -3.01 -2.47  0.0591
H21 3.31 4.24 4.63  0.1098
C12 3.68 5.24 2.76  -0.0704
H22 -4.66 -2.61 0.48  0.1939
C13 3.62 4.13 3.59  -0.0659
H23 -1.06 0.34 -1.29  0.1441
H24 1.80 -0.05 -1.41  0.0968
O2 5.06 1.33 0.05  0.0567
Cl1 -7.36 -1.62 0.06  0.5837
O3 4.58 0.43 1.99  0.0493
C14 -5.76 -1.52 -0.95  -0.5178
C15 1.03 -2.03 -0.44  -0.3873

## Properties
* charge: +1
* E_tot: -1380.889516 a.u.
* ΔE to the lowest compared entry with this formula, charge and spin: 673.8 kJ/mol
* 2S+1: 1